Entry 1:
An isolated molecule of C18H26N6O4, computed with the ωB97M-V functional and the def2-TZVPD basis.

Positions of all 54 atoms, in Å:
C: -0.9671 1.0854 -4.4939
C: -2.0789 0.2018 -4.0373
N: -3.3294 0.4400 -4.3838
N: -4.0351 -0.5507 -3.8120
C: -3.2757 -1.4084 -3.0966
C: -3.8698 -2.5312 -2.3181
C: -1.9812 -0.9557 -3.2224
C: -0.7131 -1.4837 -2.6290
C: 0.0052 -0.5346 -1.6722
O: 1.2205 -0.5702 -1.5554
N: -0.7577 0.3508 -0.9599
C: -2.0307 -0.0112 -0.3669
C: -3.0333 1.1179 -0.4402
O: -4.2318 0.8993 -0.4320
N: -2.4985 2.3586 -0.4483
C: -1.0866 2.7105 -0.5627
C: -0.1611 1.5194 -0.3368
C: 0.1665 1.2826 1.1441
O: -0.2325 2.0090 2.0306
N: 0.9216 0.1668 1.3377
C: 1.6126 -0.0154 2.5899
C: 1.7151 -1.4766 2.9953
C: 2.4925 -1.5572 4.2986
C: 3.8960 -1.0138 4.1087
N: 3.9231 0.2772 3.4311
C: 5.2250 0.9169 3.3740
C: 2.9824 0.6797 2.5291
O: 3.1765 1.5840 1.7377
H: -0.2813 0.5504 -5.1543
H: -1.3728 1.9365 -5.0367
H: -0.3821 1.4565 -3.6487
H: -5.0377 -0.5336 -3.8694
H: -3.0914 -3.2050 -1.9626
H: -4.4201 -2.1559 -1.4518
H: -4.5583 -3.1154 -2.9298
H: -0.8935 -2.4191 -2.0906
H: 0.0313 -1.7182 -3.3911
H: -2.4621 -0.8801 -0.8427
H: -1.8849 -0.2523 0.6948
H: -3.1727 3.1073 -0.4836
H: -0.8956 3.1088 -1.5624
H: -0.8507 3.4772 0.1741
H: 0.7912 1.7116 -0.8343
H: 1.3596 -0.2080 0.5012
H: 1.0367 0.5273 3.3439
H: 0.7133 -1.8950 3.0990
H: 2.2284 -2.0461 2.2125
H: 1.9728 -0.9761 5.0656
H: 2.5583 -2.5841 4.6594
H: 4.3880 -0.8910 5.0759
H: 4.4965 -1.7332 3.5354
H: 5.1066 1.9372 3.0243
H: 5.6648 0.9162 4.3715
H: 5.9011 0.3930 2.6910

* Kohn-Sham gap: 9.55 eV
* spin multiplicity: 1
* total charge: 0
* DFT total energy: -36220.925 eV

***

Entry 2:
A cluster of 6 separate species, C18H26O18 in total, computed with the ωB97M-V functional and the def2-TZVPD basis.

Positions of all 62 atoms, in Å:
C: 8.8189 -1.3969 0.7222
O: 8.5773 -1.3223 2.1027
C: 7.9745 -2.3500 2.6918
O: 7.6382 -3.4488 2.2240
O: 8.1144 -2.1503 4.0183
C: 7.9892 -3.3431 4.8795
H: 7.9088 -1.7336 0.2258
H: 9.5941 -2.1325 0.5078
H: 9.1657 -0.4753 0.2548
H: 7.7265 -3.0119 5.8842
H: 8.9268 -3.8978 4.9162
H: 7.0946 -3.8965 4.5938
O: -7.0556 0.9087 7.2300
C: -6.3714 0.3265 6.4650
O: -6.3711 -1.0121 6.4991
C: -5.5791 -1.4954 5.5163
C: -5.2103 -0.2576 4.6839
O: -5.6829 0.8137 5.4823
H: -4.6956 -1.9942 5.9147
H: -6.3199 -2.0812 4.9722
H: -5.6565 -0.2088 3.6907
H: -4.1250 -0.2879 4.5874
O: -3.3604 0.1043 -6.3521
C: -2.9353 -1.0256 -6.6293
O: -2.6278 -1.3504 -7.9058
C: -2.1435 -2.6609 -7.9610
C: -2.2914 -3.1489 -6.5742
O: -2.6592 -2.0508 -5.7570
H: -2.7302 -3.3226 -8.5982
H: -1.0894 -2.6468 -8.2378
H: -1.3770 -3.6494 -6.2557
H: -3.0744 -3.8951 -6.4387
O: -2.7599 3.6882 1.5202
C: -3.8317 4.1655 1.2005
O: -4.8609 3.4394 0.6783
C: -5.9374 4.3061 0.4090
C: -5.3603 5.6928 0.6072
O: -4.1937 5.4680 1.2006
H: -6.1748 4.0541 -0.6245
H: -6.7915 4.0319 1.0282
H: -6.0366 6.2806 1.2277
H: -5.2445 6.1994 -0.3510
O: 3.8419 4.6931 -4.4890
C: 2.8722 4.0624 -4.1326
O: 2.3342 3.9667 -2.9425
C: 0.9925 3.4215 -3.0209
C: 1.2157 2.5191 -4.2256
O: 2.1668 3.2925 -4.9367
H: 0.6869 2.8835 -2.1235
H: 0.2754 4.2237 -3.1953
H: 0.3131 2.3764 -4.8196
H: 1.6163 1.5715 -3.8656
O: 0.9238 -3.3847 -1.0211
C: 1.2247 -2.8685 0.0874
O: 1.8119 -1.6303 0.2178
C: 2.1232 -1.3737 1.5749
C: 1.5022 -2.5841 2.2284
O: 1.2958 -3.4934 1.1359
H: 3.1817 -1.4414 1.8259
H: 1.6992 -0.3852 1.7516
H: 0.6713 -2.1473 2.7824
H: 2.2696 -2.9342 2.9188

* Kohn-Sham gap: 10.74 eV
* spin multiplicity: 1
* total charge: 0
* DFT total energy: -55939.277 eV

***

Entry 3:
A structure of composition C18H27AgNO6, computed with the ωB97M-V functional and the def2-TZVPD basis.

Positions of all 53 atoms, in Å:
Ag: 0.3491 0.1877 -0.9392
C: 2.2569 2.0968 -4.6092
C: 1.6591 1.3020 -3.5688
C: 2.3786 -0.1411 -3.2535
O: 1.7347 -0.8601 -2.4649
C: 3.6765 -0.3157 -3.9541
C: 4.1019 0.4825 -4.9598
C: 3.3561 1.7477 -5.3249
O: 3.9639 2.6263 -6.0765
O: 5.2749 0.1058 -5.3675
O: 0.6267 1.6083 -2.9787
H: 1.8578 3.0650 -4.8734
H: 4.0965 -1.2710 -3.6758
C: 0.3530 -1.3508 2.5405
C: -1.1685 -1.5997 2.4630
C: -1.8036 -0.5686 3.5193
C: -3.3653 -0.3442 3.4293
C: -3.8232 -0.0871 1.9412
C: -3.1996 -1.0567 0.8962
N: -1.7453 -1.2149 1.1466
O: -1.0327 -1.8963 0.1315
C: -4.0020 -2.3847 0.8719
C: -3.3421 -0.3903 -0.5659
C: -1.5525 -3.1240 2.8517
H: 0.8767 -1.8735 1.7401
H: 0.8403 -1.4998 3.5041
H: 0.6101 -0.3172 2.3086
H: -1.5080 -0.6986 4.5603
H: -1.4497 0.4301 3.2633
H: -3.8273 0.3441 4.1370
H: -3.8112 -1.2748 3.7805
H: -3.6236 0.9527 1.6820
H: -4.9090 -0.1817 1.9553
H: -3.3028 -3.0950 0.4306
H: -4.1628 -2.7421 1.8890
H: -4.9181 -2.4071 0.2818
H: -2.9981 0.6438 -0.5462
H: -2.8301 -0.9048 -1.3791
H: -4.3935 -0.3847 -0.8533
H: -1.6907 -3.7368 1.9609
H: -2.3849 -3.4069 3.4959
H: -0.6825 -3.4455 3.4243
H: -1.4640 -2.7505 0.0550
C: 3.1735 3.8789 0.5163
C: 2.9849 2.6093 -0.1754
O: 2.1642 1.7633 0.1461
C: 4.0303 2.2879 -1.2467
H: 3.9650 4.4268 0.0050
H: 3.4813 3.6550 1.5377
H: 2.2893 4.4940 0.6833
H: 3.9984 2.9977 -2.0732
H: 3.9094 1.2450 -1.5399
H: 4.9820 2.3736 -0.7223

* Kohn-Sham gap: 5.07 eV
* spin multiplicity: 1
* total charge: -1
* DFT total energy: -36874.937 eV

***

Entry 4:
A cluster of 3 separate species, C18H27BClF16N2O7S2 in total, computed with the ωB97M-V functional and the def2-TZVPD basis.

Positions of all 74 atoms, in Å:
C: 3.7226 0.3074 4.1656
C: 3.6430 1.4221 3.1185
Cl: 4.7176 1.0584 1.7155
C: 2.2369 1.6807 2.6047
C: 1.6972 0.5127 1.7741
N: 1.9742 0.7178 0.3229
C: 1.5495 -0.4468 -0.5576
C: 2.6531 -1.5027 -0.4733
S: 2.2668 -3.0891 -1.2125
O: 1.6022 -3.8696 -0.2185
O: 3.4446 -3.5762 -1.8355
C: 0.1249 -0.8982 -0.1950
N: -0.2084 -0.9104 1.2114
O: 0.2399 -2.1034 1.8367
B: -0.8772 -2.8902 2.2078
O: -0.7684 -4.2292 2.2419
O: -2.0805 -2.2858 2.4619
C: 0.2104 0.2437 1.9474
S: -0.9391 1.5792 1.4423
H: 3.8520 0.7297 5.1580
H: 4.5832 -0.3263 3.9736
H: 2.8382 -0.3276 4.1740
H: 4.0182 2.3351 3.5706
H: 2.1758 2.6175 2.0499
H: 1.5819 1.8009 3.4695
H: 2.2132 -0.3911 2.0904
H: 2.9996 0.7845 0.2374
H: 1.5989 1.6030 -0.0238
H: 1.5210 -0.0378 -1.5660
H: 3.5289 -1.1388 -1.0152
H: 2.9777 -1.7282 0.5399
H: 1.3528 -2.7582 -2.1594
H: -0.0897 -1.8882 -0.5831
H: -0.5780 -0.2156 -0.6706
H: 0.1376 -4.5107 2.0383
H: -1.9939 -1.5546 3.0863
H: 0.0152 0.0985 3.0068
H: -0.1091 2.5823 1.1306
C: -7.2412 -3.2515 0.9799
C: -8.2968 -2.6932 1.9494
C: -9.1009 -1.4659 1.5090
F: -8.2988 -0.3957 1.3289
F: -9.9909 -1.1662 2.4794
F: -7.7389 -2.4696 3.1584
F: -9.2222 -3.6827 2.0978
O: -5.8814 -2.9133 1.2124
C: -5.2891 -1.8057 0.6762
C: -4.7649 -0.8690 1.7676
F: -5.7636 -0.4288 2.5544
F: -4.1855 0.2214 1.1793
F: -6.0826 -1.1558 -0.1967
F: -4.1964 -2.2217 -0.0158
H: -7.2674 -4.3267 1.1455
H: -7.5259 -3.0923 -0.0601
H: -9.6445 -1.6724 0.5830
H: -4.0242 -1.3677 2.3832
C: 2.3589 3.1342 -4.6643
C: 3.3400 3.3158 -5.8357
C: 4.2736 2.1474 -6.1697
F: 5.0953 1.8780 -5.1304
F: 5.0258 2.4896 -7.2316
F: 4.0526 4.4459 -5.6573
F: 2.5644 3.4781 -6.9416
O: 2.7124 3.7229 -3.4146
C: 3.4493 3.0951 -2.4658
C: 4.7513 3.8374 -2.1406
F: 5.5285 3.9092 -3.2264
F: 5.3982 3.1329 -1.1780
F: 3.6640 1.7876 -2.7334
F: 2.7162 3.1116 -1.2995
H: 1.4714 3.6883 -4.9623
H: 2.0521 2.0943 -4.5530
H: 3.6977 1.2506 -6.4169
H: 4.5305 4.8430 -1.7758

* Kohn-Sham gap: 9.99 eV
* spin multiplicity: 1
* total charge: +1
* DFT total energy: -114760.914 eV

***

Entry 5:
A structure of composition C18H27BN8O7P2Ru, computed with the ωB97M-V functional and the def2-TZVPD basis.

Positions of all 64 atoms, in Å:
Ru: -0.6146 0.2476 -0.0118
C: 0.7435 -1.5708 -3.2986
C: 1.5287 -0.5236 -2.6926
C: 2.7586 0.1012 -3.2154
C: 3.2063 0.8897 -2.2161
N: 2.3019 0.7769 -1.1718
N: 1.2845 -0.0368 -1.4570
B: 2.3300 1.2973 0.3387
N: 1.9998 0.1065 1.2517
C: 2.8279 -0.6728 1.9838
C: 2.1005 -1.6689 2.5819
C: 0.7827 -1.4834 2.1584
C: -0.4285 -2.2636 2.5253
N: 0.7360 -0.4131 1.3388
N: 1.2905 2.4040 0.5002
C: 1.4191 3.7062 0.8302
C: 0.1809 4.2139 1.1302
C: -0.7197 3.1597 0.9562
C: -2.1879 3.1503 1.1840
N: -0.0333 2.0679 0.5618
N: 3.7042 1.8662 0.7856
C: 3.9873 2.2752 2.1316
C: 5.2297 2.7881 2.1548
C: 5.6933 2.6898 0.8130
C: 6.9689 3.0797 0.2367
N: 4.6901 2.1126 0.0066
H: 1.1533 -1.8975 -4.2492
H: -0.3102 -1.2431 -3.4290
H: 0.6448 -2.4096 -2.5976
H: 3.2136 -0.0725 -4.1796
H: 4.0763 1.5192 -2.1430
H: 3.8876 -0.4726 2.0439
H: 2.4660 -2.4317 3.2499
H: -0.1482 -3.1378 3.1068
H: -0.9651 -2.5885 1.6366
H: -1.1014 -1.6550 3.1322
H: 2.3779 4.2023 0.8276
H: -0.0548 5.2208 1.4362
H: -2.7253 3.3733 0.2635
H: -2.4497 3.9110 1.9162
H: -2.5260 2.1833 1.5512
H: 3.2537 2.1432 2.9157
H: 5.7715 3.1877 2.9983
H: 7.5664 3.6749 0.9202
H: 6.8200 3.5939 -0.7191
H: 7.5406 2.1761 -0.0330
C: -5.1592 -0.9606 -0.8810
C: -3.7062 -0.5506 -0.7422
O: -3.3420 -0.1019 0.5778
P: -3.2380 0.8634 -1.7860
O: -3.6294 0.6654 -3.2715
O: -4.0773 2.1133 -1.3477
O: -1.7514 1.0893 -1.5188
P: -2.5095 -1.8339 -1.3439
O: -3.0561 -3.2460 -0.9247
O: -2.3453 -1.6211 -2.8084
O: -1.2420 -1.6093 -0.4756
H: -5.8237 -0.1369 -0.6160
H: -5.3775 -1.8058 -0.2283
H: -5.3804 -1.2592 -1.9066
H: -3.9071 -0.5290 1.2365
H: -3.2117 -0.0998 -3.7119
H: -4.6853 2.4900 -2.0022
H: -3.4463 -3.7826 -1.6293

* Kohn-Sham gap (alpha / beta): 9.58 / 5.51 eV
* spin multiplicity: 6
* total charge: +3
* DFT total energy: -67172.892 eV

***

Entry 6:
A cluster of 2 separate species, C18H27BrCl2N5O3 in total, computed with the ωB97M-V functional and the def2-TZVPD basis.

Positions of all 56 atoms, in Å:
C: -5.2073 -0.8124 0.1097
C: -5.3153 -0.9599 1.7071
C: -4.7584 0.3454 2.5036
N: -3.3487 0.6929 2.0605
N: -2.6018 -0.4489 2.3407
C: -1.4393 -0.5905 1.7133
N: -0.4749 -1.7012 1.8836
C: 0.9114 -1.0717 1.8253
C: 1.7118 -2.1074 0.8957
C: 2.4257 -3.2784 1.7065
O: 1.9893 -4.4378 1.7146
Br: 4.0853 -2.7801 2.7084
C: 0.5892 0.4119 1.2968
C: 1.7041 1.2554 0.4998
N: 2.1666 2.3594 1.3992
N: -0.8146 0.3391 0.7519
C: -0.7545 -0.0938 -0.6768
O: -1.8681 -0.9151 -1.0963
C: -1.4556 -1.9508 -1.9878
C: -2.0878 -3.4160 -1.7588
O: -0.6632 -1.8003 -2.9350
H: -5.2509 0.2834 -0.2396
H: -4.1922 -1.2271 -0.1993
H: -6.0013 -1.4672 -0.3946
H: -4.7755 -1.9186 2.0551
H: -6.4033 -1.0830 2.0337
H: -4.7687 0.0423 3.6142
H: -5.4858 1.2090 2.3157
H: -3.0562 1.4917 2.6535
H: -2.8747 -1.1903 3.0101
H: -0.5956 -2.0378 2.8535
H: 1.4299 -0.8706 2.8317
H: 0.9408 -2.5391 0.1539
H: 2.5101 -1.6067 0.2358
H: 0.3989 0.9749 2.2876
H: 2.5922 0.5519 0.3340
H: 1.3751 1.6459 -0.5162
H: 2.4243 1.8837 2.2870
H: 1.3833 2.9971 1.6375
H: 0.2273 -0.6309 -0.8966
H: -0.7661 0.8574 -1.3232
H: -1.2949 -4.1869 -1.4655
H: -2.6360 -3.7530 -2.7112
H: -2.8688 -3.3778 -0.9301
Cl: 3.4355 0.0813 -2.4171
C: 3.9844 1.6854 -2.7654
C: 4.4254 2.0585 -4.0338
Cl: 4.4480 0.9568 -5.3633
C: 4.8656 3.3611 -4.2587
C: 4.8635 4.2895 -3.2234
C: 4.4188 3.9189 -1.9591
C: 3.9806 2.6192 -1.7305
H: 5.2122 3.6580 -5.2424
H: 5.2087 5.3020 -3.4030
H: 4.4138 4.6423 -1.1507
H: 3.6375 2.3386 -0.7416

* Kohn-Sham gap: 7.13 eV
* spin multiplicity: 1
* total charge: +1
* DFT total energy: -127773.640 eV

***

Entry 7:
A structure of composition C18H27BrLuN, computed with the ωB97M-V functional and the def2-TZVPD basis.

Positions of all 48 atoms, in Å:
C: 1.5560 1.7588 -0.7309
H: 2.4593 2.3522 -0.4412
H: 1.7282 1.3196 -1.7333
H: 1.8122 0.4776 0.4957
C: 0.3713 2.7552 -0.8128
H: -0.6247 2.3033 -1.1198
H: 0.1716 3.2075 0.1727
C: 0.5839 3.9383 -1.8214
H: -0.2861 4.6216 -1.8667
H: 1.4603 4.5247 -1.5203
H: 0.7572 3.5500 -2.8346
C: -0.8907 -1.8560 -0.1437
C: -1.5543 -1.0651 -1.1346
C: -0.5968 -0.7374 -2.1468
C: 0.6539 -1.3159 -1.7749
C: 0.4778 -1.9985 -0.5340
C: 1.4938 -2.8197 0.1771
C: 1.8930 -1.2830 -2.5982
C: -0.8608 -0.0099 -3.4166
C: -3.0025 -0.7375 -1.1442
C: -1.5221 -2.4884 1.0429
Lu: 0.1100 0.5107 0.0281
H: 2.7874 -1.4771 -1.9908
H: 1.8685 -2.0410 -3.3991
H: 2.0259 -0.3104 -3.0944
H: 2.5096 -2.4583 -0.0294
H: 1.3383 -2.7882 1.2640
H: 1.4522 -3.8807 -0.1262
H: -2.4767 -2.0030 1.2843
H: -1.7253 -3.5591 0.8677
H: -0.8760 -2.4151 1.9312
H: -3.2089 0.1433 -1.7669
H: -3.5955 -1.5761 -1.5470
H: -3.3726 -0.5320 -0.1282
H: -0.0668 0.7196 -3.6464
H: -0.9107 -0.7057 -4.2713
H: -1.8127 0.5353 -3.3792
Br: 1.1389 -1.8151 5.5624
C: 0.5258 -0.4251 4.4301
C: -0.2484 0.6257 4.9243
C: -0.7625 1.5773 4.0470
C: -0.5452 1.4402 2.6812
N: 0.1756 0.3788 2.2220
C: 0.8104 -0.4903 3.0707
H: -0.4341 0.6852 5.9961
H: -1.3491 2.4236 4.4027
H: -0.9341 2.1504 1.9283
H: 1.4958 -1.2100 2.6245

* Kohn-Sham gap (alpha / beta): 4.98 / 4.99 eV
* spin multiplicity: 1
* total charge: +2
* DFT total energy: -124238.572 eV

***

Entry 8:
A cluster of 7 separate species, C18H27BrO21P2S in total, computed with the ωB97M-V functional and the def2-TZVPD basis.

Positions of all 70 atoms, in Å:
O: 0.2976 -3.1164 -0.6052
P: -0.2224 -2.5848 -1.9215
O: -0.1251 -3.7975 -3.0451
O: 0.8034 -1.3946 -2.4412
P: -2.2546 -1.8816 -1.5266
S: -3.4122 -2.8697 -3.0337
Br: -2.4265 0.2921 -2.0377
H: -0.7198 -4.4865 -2.7381
H: 1.6235 -1.8609 -2.5970
H: -4.2047 -3.6300 -2.2119
O: -2.2881 2.1372 1.4311
C: -1.9319 1.1543 1.9924
O: -1.1268 0.2134 1.4493
C: -0.7415 -0.6886 2.4922
C: -1.8545 -0.5199 3.4928
O: -2.2803 0.8275 3.2579
H: -0.6616 -1.7057 2.1122
H: 0.2290 -0.3790 2.8864
H: -2.6944 -1.1927 3.3049
H: -1.5236 -0.6468 4.5213
O: -1.5923 3.8054 -5.3694
C: -1.0157 3.9105 -4.3385
O: -1.6207 3.9990 -3.1283
C: -0.6026 3.8800 -2.1281
C: 0.6353 4.3161 -2.8618
O: 0.3315 3.9592 -4.2166
H: -0.8266 4.5099 -1.2704
H: -0.5506 2.8401 -1.7993
H: 0.7946 5.3871 -2.8073
H: 1.5312 3.8060 -2.5167
O: -0.8841 -7.3290 -3.0218
C: 0.2188 -7.1736 -3.4296
O: 0.5183 -6.6984 -4.6600
C: 1.9202 -6.4260 -4.6933
C: 2.4529 -7.3332 -3.6140
O: 1.3414 -7.4370 -2.7219
H: 2.3332 -6.6470 -5.6752
H: 2.0786 -5.3686 -4.4691
H: 2.7006 -8.3295 -3.9877
H: 3.3204 -6.9203 -3.1035
O: -3.5014 -0.1242 7.0072
C: -4.3304 0.5576 6.5060
O: -5.1054 0.1773 5.4621
C: -6.1212 1.1673 5.2897
C: -5.4958 2.3871 5.9156
O: -4.6239 1.8196 6.8960
H: -6.3525 1.3037 4.2355
H: -7.0233 0.8427 5.8140
H: -4.9000 2.9631 5.2041
H: -6.2259 3.0450 6.3824
O: 2.5659 4.9938 -0.2709
C: 2.6683 6.1339 -0.5737
O: 1.8327 6.7737 -1.4289
C: 2.1325 8.1714 -1.3662
C: 3.5588 8.1757 -0.8793
O: 3.6300 6.9679 -0.1179
H: 2.0169 8.6354 -2.3434
H: 1.4470 8.6482 -0.6622
H: 4.2809 8.1206 -1.6971
H: 3.7913 9.0380 -0.2584
O: 5.2020 -2.4448 3.6517
C: 4.5890 -2.8858 2.7399
O: 5.1052 -3.7101 1.7950
C: 4.0192 -4.2057 1.0080
C: 2.9642 -3.1490 1.2029
O: 3.2798 -2.6345 2.5009
H: 4.3166 -4.3196 -0.0326
H: 3.7144 -5.1793 1.3992
H: 3.0410 -2.3399 0.4734
H: 1.9543 -3.5494 1.1771

* Kohn-Sham gap: 9.21 eV
* spin multiplicity: 1
* total charge: 0
* DFT total energy: -161559.855 eV